[1]
This record from the Open Molecules 2025 dataset describes a cluster of 4 separate species, C20H46FN5O8P in total at a distorted geometry. The level of theory is ωB97M-V/def2-TZVPD.

```
! RIJCOSX wB97M-V def2-TZVPD def2/J DEFGRID3
* xyz 1 1
C 1.360 4.993 -1.932
H 1.992 5.555 -2.620
H 0.626 3.998 -4.941
C -0.919 0.562 2.361
O 3.525 -1.495 0.740
H -4.848 1.310 -0.963
H 0.711 -2.407 2.313
F 4.198 3.139 1.725
C 2.144 2.736 -4.030
H -7.031 2.209 -4.037
H -0.119 2.960 3.589
H 2.509 -4.960 0.413
H 3.498 -5.077 3.001
C -5.861 -0.144 -1.938
H 2.153 4.842 -4.639
H -6.164 -1.176 -1.728
H 0.327 4.971 -2.290
H 3.281 0.843 2.198
O 1.303 -5.466 2.013
C 0.412 -1.312 2.391
H 1.886 1.806 -4.548
C 1.611 -6.780 2.478
H -7.751 0.470 -1.122
H -1.757 -1.515 2.073
H 2.333 2.891 0.778
H 3.894 -0.638 0.422
O -3.728 0.601 1.720
N 3.602 2.778 -3.864
H 4.874 -7.705 1.637
H -4.510 0.755 -3.411
H 3.276 -5.877 4.373
H 2.717 4.593 1.398
O 1.888 3.689 -1.736
N 0.401 1.134 2.615
C 3.376 -1.392 2.169
O -2.763 2.470 3.438
H 3.126 0.051 3.934
H 1.103 -6.874 3.444
H 4.098 -6.324 0.883
P -2.447 1.656 2.189
H -5.477 0.220 0.031
C -5.073 -0.165 -3.245
H 2.034 3.699 -5.964
C 1.248 -0.034 2.623
H -7.758 0.443 -2.876
H -5.461 2.672 -3.297
H -6.852 3.744 -3.168
C 2.778 3.469 1.665
H 3.896 1.953 -3.344
H 1.167 -7.537 1.821
H 0.164 3.098 1.787
C 0.583 2.594 2.742
H 1.381 5.512 -0.970
H 0.330 2.793 -2.791
C -7.146 0.705 -2.005
H 0.820 -4.476 0.295
O -6.925 2.111 -1.949
C -6.547 2.695 -3.186
N 3.740 -5.951 3.469
C 3.901 -7.256 1.417
N -4.977 0.303 -0.853
H 3.201 -7.960 3.295
C 1.487 -5.280 0.618
H 3.814 3.550 -3.231
C 3.116 -7.039 2.708
C 2.828 -0.006 2.818
H -1.629 2.028 0.211
H 3.369 -7.932 0.742
N -0.968 -0.872 2.235
C 1.715 3.888 -4.935
O 3.635 -2.400 2.852
H 1.916 4.165 3.593
H 2.671 2.504 3.779
H 1.244 -6.180 0.047
H -5.736 -0.320 -4.100
C 1.418 2.718 -2.669
H -3.373 0.139 0.911
H 1.610 1.746 -2.200
C 2.040 3.138 3.073
H -4.347 -0.984 -3.236
O -2.166 2.636 0.791
*
```

Values from the calculation:
gap between HOMO and LUMO = 6.307 eV

[2]
This record from the Open Molecules 2025 dataset describes a structure of composition C37H48N16OP2Ti at a distorted geometry. The level of theory is ωB97M-V/def2-TZVPD.

```
! RIJCOSX wB97M-V def2-TZVPD def2/J DEFGRID3
* xyz 1 2
H 2.696 -0.581 -4.135
N -2.114 -2.354 3.775
H -0.120 -2.156 0.495
C 1.580 -1.216 3.838
H 1.408 5.340 -2.306
C 2.998 -5.112 2.165
C 2.305 3.274 -0.749
H -4.317 1.688 -0.600
H -3.066 -0.067 4.597
C 2.866 -5.513 3.507
C -4.102 -1.889 0.939
C 0.395 -2.417 -1.389
Ti -0.144 0.254 1.085
C -0.898 1.562 -2.088
C -2.104 -0.707 -5.296
H -2.779 3.124 -0.992
C -1.889 -1.147 3.304
C 2.153 -0.137 -2.123
H -2.151 4.006 0.418
H -0.163 5.563 -0.089
H 1.130 3.772 -3.089
H 1.688 0.541 5.022
C 0.885 3.812 -0.919
N 1.986 0.434 0.355
H -2.876 -1.457 -5.169
H -4.331 -1.063 1.615
C -1.504 -0.487 -6.501
H -5.468 -0.365 -0.851
C 2.151 -3.340 4.076
C -0.724 1.044 -4.311
N -1.074 -1.151 2.258
N -0.819 -2.477 2.047
N -2.295 -0.173 -2.962
N -2.415 2.347 3.990
C 0.673 4.907 0.148
H 3.333 -5.833 1.430
H 1.575 5.525 0.170
H 3.410 0.693 3.302
H -0.077 -3.387 -1.245
H -1.798 -1.068 -7.365
H 3.100 -6.535 3.776
H 0.514 4.501 1.148
C 4.009 0.027 -0.613
H 3.002 4.098 -0.931
H 0.657 2.018 -5.649
H -3.373 2.072 0.861
H 0.021 -1.974 -2.310
C 4.437 -0.491 -2.870
H 2.474 2.914 0.267
H -3.380 -2.534 1.431
C -1.917 3.625 -0.574
H -3.595 -3.484 -1.164
H -5.416 -2.013 -1.460
C -4.822 -1.103 -1.331
H 2.802 -3.505 0.738
C -2.059 1.245 3.374
C 2.640 0.067 -0.838
H 6.001 -0.296 -1.398
N -1.241 1.464 2.336
P -0.449 2.507 -0.551
N 1.908 -1.588 2.639
O 0.043 -1.566 -0.283
C -1.916 0.530 -1.933
H 5.032 0.470 1.229
H -1.678 4.460 -1.229
C -3.800 1.275 0.264
H 3.009 2.232 2.561
H -0.232 4.755 -2.573
C 2.738 1.175 2.592
H 0.076 0.206 4.418
C 0.780 4.443 -2.311
C 1.131 0.176 4.155
N -1.416 -3.168 2.945
C 2.946 0.624 1.229
H 1.473 -2.537 -1.449
C -2.876 -2.667 -1.060
H 2.537 2.478 -1.459
N -1.073 2.836 2.355
C 3.059 -0.417 -3.127
C 2.707 -3.820 1.772
H 5.119 -0.719 -3.679
H -4.537 0.763 0.879
H -2.468 -2.455 -2.045
H 1.097 -0.072 -2.335
C 2.275 -2.929 2.753
H -0.032 0.660 -7.603
C -3.614 -1.467 -0.458
C -1.717 0.064 -4.174
H 1.476 -2.153 5.737
H -4.536 -0.741 -2.316
H -5.025 -2.463 0.821
N -2.445 -0.001 3.807
P -2.529 0.045 -0.228
H -2.089 -3.015 -0.397
N 1.331 1.038 2.975
C 2.444 -4.636 4.488
N -1.768 3.325 3.313
N -0.340 1.792 -3.238
N 4.165 0.392 0.724
H 0.944 1.952 3.170
N 1.716 -2.207 4.762
C -0.495 0.502 -6.637
C 4.938 -0.264 -1.603
H 2.335 -4.951 5.518
C -0.107 1.254 -5.568
*
```

Values from the calculation:
energy above the lowest of the compared OMol25 structures with the same formula, charge and spin = 14.5 kcal per mole
gap between HOMO and LUMO (alpha / beta) = 7.834 / 7.931 eV